75
Properties=species:S:1:pos:R:3 method="wB97M-V/def2-TZVPD" multiplicity=6 energy_ev=-87966.4679 relative_energy_kcal_mol=19.62 s_squared=8.77 e_homo_ev="-7.4632 / -8.0791" total_charge=0
Ir -0.24 -0.15 0.07
N 0.92 1.37 3.32
C 1.84 0.75 2.53
N 3.07 0.41 2.94
N 3.63 -0.17 1.91
N 2.82 -0.18 0.91
N 1.66 0.39 1.25
C -0.33 1.69 2.88
N -1.18 2.47 3.55
N -2.26 2.52 2.78
N -2.11 1.82 1.72
N -0.90 1.26 1.73
H 1.21 1.74 4.20
N -2.19 2.50 -2.75
C -0.99 3.11 -3.02
C -0.06 2.49 -2.24
N -0.67 1.52 -1.50
C -1.96 1.55 -1.83
C -2.90 0.66 -1.23
N -2.54 -0.21 -0.29
C -3.64 -0.93 0.00
C -4.69 -0.50 -0.76
N -4.21 0.52 -1.52
H -3.05 2.70 -3.22
H -0.90 3.93 -3.70
H 0.99 2.66 -2.16
H -3.60 -1.74 0.69
H -5.70 -0.85 -0.83
H -4.72 1.01 -2.23
Te 1.97 -1.65 -1.12
C 3.26 -0.59 -2.35
C 4.28 -1.14 -3.09
C 4.91 -0.22 -3.94
C 4.37 1.03 -3.84
S 3.09 1.09 -2.71
H 4.55 -2.17 -3.01
H 5.73 -0.47 -4.59
H 4.65 1.91 -4.38
C -1.33 -6.28 4.04
C 0.17 -6.40 4.29
C 0.82 -5.13 4.85
C 0.84 -3.94 3.89
N -0.42 -3.21 3.87
C -0.83 -2.45 2.86
S -0.01 -2.47 1.37
N -1.93 -1.70 2.98
C -2.80 -1.64 4.14
C -3.48 -3.00 4.43
C -4.97 -3.04 4.10
C -5.24 -2.88 2.61
H -1.73 -7.24 3.72
H -1.53 -5.56 3.25
H -1.85 -5.98 4.94
H 0.67 -6.68 3.36
H 0.34 -7.20 5.01
H 1.86 -5.36 5.08
H 0.32 -4.84 5.78
H 1.05 -4.27 2.87
H 1.63 -3.24 4.19
H -0.89 -3.10 4.76
H -2.18 -1.15 2.16
H -3.54 -0.87 3.95
H -2.21 -1.31 5.01
H -3.35 -3.26 5.48
H -2.98 -3.76 3.84
H -5.50 -2.26 4.65
H -5.36 -4.00 4.43
H -5.03 -1.86 2.30
H -6.28 -3.10 2.38
H -4.62 -3.56 2.04
F -2.79 -2.63 -2.02
B -1.90 -2.00 -2.85
F -0.81 -1.51 -2.03
F -1.38 -2.84 -3.79
F -2.50 -0.89 -3.42